[1]
Below is a molecular structure, C13H17NNdO5, with properties calculated with ωB97M-V/def2-TZVPD.

Each line ends with the Mulliken charge.
Positions of all 37 atoms, in Å:
Nd (0.668, 0.429, 0.137)  1.290
O (0.925, -1.136, -1.784)  -0.530
C (1.260, -2.539, -1.611)  -0.440
C (0.089, -3.065, -0.829)  -1.113
N (-0.072, -2.238, 0.400)  0.321
C (0.830, -2.717, 1.541)  -0.793
C (1.521, -1.355, 1.789)  0.871
O (2.537, -1.110, 1.086)  -0.595
O (0.798, -0.377, 2.268)  -0.603
C (-1.484, -2.148, 0.733)  -0.722
C (-2.133, -1.195, -0.275)  0.319
O (-3.113, -1.434, -0.923)  -0.600
O (-1.393, -0.114, -0.376)  -0.460
H (0.051, -1.076, -2.306)  0.362
H (2.240, -2.656, -1.105)  0.292
H (1.303, -3.004, -2.605)  0.381
H (0.219, -4.076, -0.416)  0.524
H (-0.794, -3.095, -1.446)  0.443
H (1.578, -3.527, 1.282)  0.379
H (0.126, -2.976, 2.367)  0.417
H (-1.552, -1.615, 1.689)  0.473
H (-1.889, -3.147, 0.835)  0.432
C (-2.254, 3.033, -0.477)  -1.784
C (-0.852, 2.999, -0.163)  1.094
C (0.119, 3.123, -1.141)  -0.225
C (1.460, 3.041, -0.916)  -0.588
C (1.923, 2.846, 0.388)  -0.588
C (0.989, 2.845, 1.397)  -0.455
C (-0.371, 2.831, 1.122)  -0.577
H (-2.789, 3.347, 0.368)  0.467
H (-2.683, 1.995, -0.730)  0.203
H (-2.498, 3.624, -1.272)  0.504
H (-0.108, 3.326, -2.189)  0.415
H (2.096, 3.022, -1.749)  0.503
H (3.002, 2.728, 0.551)  0.487
H (1.359, 2.672, 2.460)  0.394
H (-1.106, 2.739, 1.899)  0.499

Summary:
**Multiplicity**: 4
**E_tot**: -1497.81625 hartree
**Net charge**: +1
**Orbital gap (alpha / beta)**: 9.1 / 9.2 eV

[2]
Below is a molecular structure, C13H18BClF5N2NaO6, with properties calculated with ωB97M-V/def2-TZVPD.

Each line ends with the Mulliken charge.
Positions of all 47 atoms, in Å:
C (4.324, -2.044, 0.265)  -0.660
C (3.912, -0.558, 0.352)  0.513
O (4.627, 0.288, -0.139)  -0.563
O (2.800, -0.300, 1.039)  -0.178
C (1.661, 0.210, 0.235)  -0.648
C (0.844, 1.124, 1.095)  -2.101
C (-0.587, 1.376, 0.585)  1.615
C (-1.084, 2.659, 1.279)  -1.297
C (-1.482, 2.471, 2.720)  -0.091
O (-0.862, 1.851, 3.547)  -0.476
O (-1.391, 0.340, 1.105)  -0.617
B (-1.588, -0.719, 0.086)  -0.123
C (-3.178, -1.033, -0.311)  -1.051
C (-3.505, -1.049, -1.758)  0.801
O (-4.269, -0.294, -2.328)  -0.534
Cl (-2.745, -2.358, -2.775)  -0.238
C (-0.851, -2.053, 0.741)  0.730
F (-1.626, -2.460, 1.785)  -0.361
F (0.380, -1.797, 1.273)  -0.257
C (-0.655, -3.313, -0.106)  0.393
F (0.016, -3.038, -1.224)  -0.238
F (-1.799, -3.916, -0.387)  -0.245
F (0.102, -4.219, 0.578)  -0.320
O (-0.912, -0.127, -1.103)  -0.324
C (-0.866, 1.233, -0.965)  1.047
N (-2.141, 1.863, -1.309)  -0.648
C (0.160, 1.878, -1.910)  -1.320
N (0.844, 0.891, -2.757)  -0.647
H (5.146, -2.162, -0.412)  0.307
H (4.601, -2.450, 1.245)  0.280
H (3.443, -2.581, -0.056)  0.241
H (1.119, -0.653, -0.111)  -0.042
H (2.081, 0.759, -0.593)  0.751
H (1.423, 2.019, 1.295)  0.540
H (0.710, 0.626, 2.045)  0.608
H (-1.909, 3.130, 0.765)  0.477
H (-0.293, 3.405, 1.304)  0.365
H (-2.387, 3.020, 3.034)  0.368
H (-3.792, -0.237, 0.090)  0.363
H (-3.542, -1.941, 0.156)  0.692
H (-2.828, 1.700, -0.583)  0.339
H (-2.015, 2.865, -1.334)  0.293
H (0.854, 2.448, -1.284)  0.368
H (-0.331, 2.552, -2.589)  0.488
H (1.711, 1.306, -3.069)  0.273
H (1.074, 0.062, -2.231)  0.153
Na (4.807, -0.772, 2.716)  0.974

Summary:
**E_tot**: -2213.84098 hartree
**Net charge**: 0
**Orbital gap**: 5.6 eV